The following is a quantum chemistry calculation of a molecular structure, C2H3N5O, from the OMol25 dataset.

```
! RIJCOSX wB97M-V def2-TZVPD def2/J DEFGRID3
* xyz 0 1
N 1.270 0.182 -1.451
H 1.254 2.144 1.005
C 0.421 -0.522 -0.930
N -1.241 -1.802 -1.175
O -1.565 -0.951 -0.121
H -1.045 -0.377 2.150
N -0.453 -0.207 0.012
H 1.502 1.096 -0.853
N 0.421 1.505 1.693
N -0.173 -1.585 -1.633
C -0.392 0.517 1.302
*
```

The value obtained for the HOMO-LUMO gap is 9.359 eV. As for the molecular weight: 113.08 g/mol. The value obtained for the calculated total energy is -426.77173 hartree. The LUMO energy is -0.2 eV.

Here are the Löwdin charges for atoms 1 to 4, given in e: atom 1 (N): 0.157, atom 2 (H): 0.171, atom 3 (C): -0.547, atom 4 (N): 0.065

The following is a quantum chemistry calculation of a single C3H5N3 molecule, from the OMol25 dataset.

```
! RIJCOSX wB97M-V def2-TZVPD def2/J DEFGRID3
* xyz 0 1
H 2.925 -1.090 -0.747
H -1.590 2.089 0.754
N -2.464 0.195 1.628
N -0.671 0.401 0.256
C -1.692 0.910 0.960
H 1.597 0.307 -2.003
H 1.666 -1.926 -0.265
C 1.270 -0.251 -1.168
N 1.996 -1.438 -1.020
H -3.307 0.604 2.074
C 0.270 0.199 -0.468
*
```

The value obtained for the HOMO-LUMO gap is 8.165 eV. The structure (SMILES) is [H]/N=C/N=C=CN. As for the molecular weight: 83.09 g/mol. The value obtained for the calculated total energy is -281.46608 hartree. The LUMO energy is 0.5 eV.

Here are the Löwdin charges for atoms 1 to 4, given in e: atom 1 (H): 0.093, atom 2 (H): 0.162, atom 3 (N): 0.074, atom 4 (N): 0.119

The following is a quantum chemistry calculation of a single C20H26N2O4 molecule, from the OMol25 dataset.

```
! RIJCOSX wB97M-V def2-TZVPD def2/J DEFGRID3
* xyz 0 1
H -4.004 1.930 0.746
H 1.962 0.113 2.402
H 4.144 -1.120 2.227
C 2.543 -0.889 -1.341
N -4.222 -1.734 -0.241
C -5.264 -0.165 0.950
C -3.266 0.526 -0.541
C -5.889 -1.388 1.185
H -1.549 1.976 -1.856
C -5.217 -2.331 0.438
C 1.718 -0.183 1.378
O -2.485 0.211 -1.419
H -3.517 -3.479 -1.093
C 0.117 2.250 0.375
C 1.581 2.255 0.716
C -2.494 2.890 -0.125
N -3.354 1.813 -0.022
H 4.119 1.760 -0.154
H 5.487 -0.247 0.331
C -3.304 -2.411 -1.112
H 2.294 -1.185 -2.366
H -6.730 -1.566 1.824
H 0.796 0.347 -1.138
C -1.455 2.877 -1.245
H 0.943 -2.044 -0.471
H 1.694 2.468 1.780
C 2.372 -1.527 1.062
C 2.221 0.883 0.401
H 4.363 -2.363 0.992
C 4.059 -0.760 -1.202
O -0.127 2.952 -0.731
H -5.393 -3.386 0.357
H 2.068 3.035 0.131
C 2.025 -1.945 -0.366
H 2.215 1.212 -1.737
H 0.633 -0.266 1.307
C -4.222 -0.393 0.055
H -3.398 -2.037 -2.133
C 4.400 -0.344 0.227
H -2.277 -2.239 -0.790
H 4.000 1.314 1.551
H -1.588 3.777 -1.849
O -0.747 1.673 0.989
O -2.650 3.847 0.594
H 4.435 -0.016 -1.907
H 2.476 -2.915 -0.591
C 3.743 1.001 0.536
C 3.888 -1.402 1.203
H 2.001 -2.283 1.764
H 4.536 -1.715 -1.436
C 1.878 0.451 -1.029
H -5.559 0.773 1.379
*
```

The value obtained for the HOMO-LUMO gap is 9.445 eV. The structure (SMILES) is Cn1cccc1C(=O)NC(=O)COC(=O)C[C@]12C[C@H]3C[C@H](C[C@H](C3)C1)C2. As for the molecular weight: 358.44 g/mol. The value obtained for the calculated total energy is -1188.26273 hartree. The LUMO energy is 0.6 eV.

Here are the Löwdin charges for atoms 1 to 4, given in e: atom 1 (H): 0.137, atom 2 (H): 0.132, atom 3 (H): 0.119, atom 4 (C): -0.286